[1]
C17H20N2S2 in the gas phase. Source: the Open Molecules 2025 dataset; level of theory: ωB97M-V with the def2-TZVPD basis set.

Properties
**Relative energy (zero: lowest compared OMol25 entry of this formula, charge and spin)**: 1.74 kcal/mol
**LUMO level**: 0.0222 hartree
**Gap between HOMO and LUMO**: 0.31175 hartree

Structure (ORCA input):
```
! RIJCOSX wB97M-V def2-TZVPD def2/J DEFGRID3
* xyz 0 1
C 2.34 0.73 -0.81
C 1.33 1.82 -0.63
C 1.35 2.61 0.51
C 0.46 3.65 0.69
C -0.47 3.93 -0.30
C -0.51 3.15 -1.44
C 0.38 2.09 -1.62
C 0.29 1.27 -2.86
H 1.27 1.10 -3.31
H -0.37 1.73 -3.60
S -0.36 -0.43 -2.57
C -2.13 -0.13 -2.24
C -2.41 0.36 -0.83
N -1.71 -0.46 0.14
C -1.35 0.00 1.35
N -0.61 -0.79 2.17
C 0.04 -2.00 1.93
C 0.55 -2.37 0.69
C 1.20 -3.59 0.53
C 1.36 -4.44 1.61
C 0.89 -4.06 2.86
C 0.24 -2.86 3.02
H -0.13 -2.57 3.99
H 1.03 -4.71 3.71
H 1.87 -5.38 1.48
H 1.58 -3.86 -0.44
H 0.47 -1.71 -0.16
H -0.56 -0.44 3.11
S -1.83 1.48 1.91
H -1.55 -1.43 -0.10
H -2.07 1.39 -0.68
H -3.49 0.32 -0.65
H -2.60 -1.09 -2.42
H -2.49 0.59 -2.97
H -1.24 3.36 -2.21
H -1.17 4.74 -0.17
H 0.49 4.24 1.59
H 2.08 2.39 1.28
H 2.83 0.50 0.14
H 1.89 -0.18 -1.20
H 3.11 1.05 -1.52
*
```

---

[2]
A molecular structure, C17H20N4O2SeTa at a distorted geometry. Source: the Open Molecules 2025 dataset; level of theory: ωB97M-V with the def2-TZVPD basis set.

Properties
**LUMO level**: -0.5170 hartree
**Gap between HOMO and LUMO**: 0.15081 hartree

Structure (ORCA input):
```
! RIJCOSX wB97M-V def2-TZVPD def2/J DEFGRID3
* xyz 3 1
Ta 0.81 -0.13 0.52
C 1.05 -2.61 3.55
C 0.16 -1.88 2.63
O 0.39 -0.56 2.41
C -0.89 -2.56 2.16
C -1.52 -2.36 0.93
C -2.68 -3.19 0.50
N -1.03 -1.35 0.21
N -1.51 -1.27 -1.04
C -0.90 -0.28 -1.70
O -0.09 0.57 -1.12
C -1.28 -0.05 -3.09
C -1.26 1.29 -3.61
C -1.90 1.51 -4.79
C -2.44 0.46 -5.53
C -2.29 -0.88 -5.15
C -1.57 -1.08 -3.97
H 0.64 -2.69 4.61
H 2.08 -2.21 3.60
H 1.07 -3.67 3.21
H -1.18 -3.42 2.73
H -3.45 -3.01 1.30
H -2.39 -4.23 0.56
H -3.08 -2.84 -0.42
H -0.89 2.12 -2.96
H -1.96 2.58 -5.13
H -3.03 0.70 -6.45
H -2.70 -1.73 -5.71
H -1.32 -2.05 -3.60
C 1.84 2.64 -0.83
N 1.94 2.66 0.63
C 2.28 3.74 1.40
C 2.34 3.34 2.69
N 1.91 2.00 2.72
C 1.98 1.09 3.82
C 1.57 1.59 1.42
Se 2.47 -1.48 0.04
H 2.38 3.53 -1.26
H 0.84 2.78 -1.19
H 2.33 1.76 -1.17
H 2.53 4.69 0.98
H 2.66 3.86 3.62
H 2.31 1.64 4.73
H 2.77 0.29 3.68
H 1.03 0.69 4.05
*
```

---

[3]
C17H20N4O4S2 in the gas phase at a distorted geometry. Source: the Open Molecules 2025 dataset; level of theory: ωB97M-V with the def2-TZVPD basis set.

Properties
**Relative energy (zero: lowest compared OMol25 entry of this formula, charge and spin)**: 46.03 kcal/mol
**LUMO level**: 0.0072 hartree
**Gap between HOMO and LUMO**: 0.30014 hartree

Structure (ORCA input):
```
! RIJCOSX wB97M-V def2-TZVPD def2/J DEFGRID3
* xyz 0 1
C 0.53 3.32 3.29
H 0.87 3.73 4.23
O -0.87 3.47 3.28
C -1.51 3.09 2.09
C -1.52 1.58 1.88
H -1.92 1.07 2.76
H -0.53 1.18 1.64
S -2.59 1.18 0.46
C -2.21 -0.49 0.33
N -1.37 -1.11 1.10
N -1.22 -2.39 0.80
C -1.92 -2.80 -0.20
N -1.90 -4.06 -0.72
C -0.83 -4.83 -1.14
O -1.02 -5.97 -1.48
C 0.54 -4.18 -1.21
C 1.19 -3.96 0.16
C 1.47 -2.47 0.27
O 2.02 -1.95 1.22
N 1.03 -1.86 -0.86
C 0.95 -0.47 -1.08
C 0.34 0.04 -2.23
C 0.23 1.40 -2.42
C 0.73 2.30 -1.49
C 1.35 1.80 -0.35
C 1.45 0.44 -0.15
H 1.92 0.07 0.75
H 1.76 2.46 0.39
O 0.59 3.62 -1.80
C 1.18 4.58 -0.96
H 1.01 5.54 -1.43
H 2.26 4.41 -0.87
H 0.73 4.58 0.04
H -0.25 1.79 -3.31
H -0.06 -0.61 -2.99
C 0.54 -2.78 -1.86
H -0.47 -2.51 -2.20
H 1.20 -2.76 -2.74
H 0.53 -4.25 0.99
H 2.12 -4.51 0.27
H 1.14 -4.87 -1.80
H -2.79 -4.52 -0.85
S -2.94 -1.51 -0.90
H -1.04 3.58 1.22
H -2.53 3.46 2.18
H 0.99 3.88 2.46
H 0.83 2.27 3.22
*
```